# 1
A cluster of 7 separate species, C24H66ClN6O10 in total at a distorted geometry. Source: OMol25; level of theory: the ωB97M-V functional and the def2-TZVPD basis.

Each line ends with the Löwdin charge.
Element x y z (Å)
Cl (-0.1085, 0.5306, -0.8944)  0.64
O (0.8905, 0.5205, 0.1447)  -0.37
O (0.1713, -0.3541, -1.9925)  -0.35
O (-1.3663, 0.1368, -0.2992)  -0.39
O (-0.2222, 1.8723, -1.4008)  -0.35
C (-1.5707, 1.1869, 3.4015)  -0.07
C (-1.5376, 2.6200, 2.8766)  -0.41
C (-0.1506, 3.2712, 2.9580)  -0.20
O (-0.2159, 4.5476, 2.3337)  -0.18
C (0.8885, 5.3209, 2.6847)  -0.15
N (-1.8892, 2.6484, 1.4462)  0.05
H (-0.9113, 0.6030, 2.7549)  0.05
H (-2.5799, 0.7836, 3.4302)  0.06
H (-1.1247, 1.0949, 4.4013)  0.08
H (-2.2534, 3.2371, 3.4278)  0.13
H (0.6038, 2.6668, 2.4411)  0.13
H (0.1754, 3.4176, 3.9964)  0.12
H (0.8237, 6.3157, 2.2499)  0.08
H (1.8518, 4.8781, 2.3836)  0.08
H (1.0158, 5.4108, 3.7763)  0.08
H (-1.2873, 1.9473, 1.0021)  0.02
H (-2.7453, 2.0926, 1.3086)  0.03
C (3.3429, 3.7031, -1.9887)  -0.07
C (2.3180, 4.7943, -2.2415)  -0.44
C (2.8976, 5.9454, -3.0597)  -0.24
O (1.9072, 6.9274, -3.2295)  -0.18
C (2.4443, 8.1235, -3.7794)  -0.11
N (1.0940, 4.2139, -2.8245)  0.05
H (2.9093, 2.9622, -1.3133)  0.08
H (4.1935, 4.0943, -1.4130)  0.08
H (3.6588, 3.2062, -2.9049)  0.07
H (1.9793, 5.2032, -1.2836)  0.14
H (3.3325, 5.5144, -3.9773)  0.13
H (3.7752, 6.3577, -2.5413)  0.12
H (1.5963, 8.8096, -3.7789)  0.09
H (2.7854, 7.9482, -4.8040)  0.08
H (3.2420, 8.5217, -3.1446)  0.08
H (1.3221, 3.8151, -3.7345)  0.07
H (0.8454, 3.4083, -2.2517)  0.02
C (-1.0213, -4.0623, -2.4400)  -0.05
C (-1.3370, -3.6283, -1.0204)  -0.44
C (-1.9170, -4.8116, -0.2337)  -0.17
O (-3.2298, -5.1431, -0.7054)  -0.20
C (-4.2441, -4.2920, -0.2426)  -0.12
N (-0.0925, -3.2321, -0.3880)  0.06
H (-1.9082, -4.4824, -2.9249)  0.08
H (-0.3007, -4.8810, -2.4502)  0.08
H (-0.7196, -3.1830, -3.0108)  0.08
H (-2.0579, -2.7978, -1.0267)  0.13
H (-2.0648, -4.5857, 0.8282)  0.11
H (-1.3074, -5.6911, -0.4291)  0.13
H (-5.2287, -4.6049, -0.5748)  0.09
H (-4.0604, -3.2487, -0.5165)  0.06
H (-4.2445, -4.2828, 0.8564)  0.08
H (-0.1902, -2.8486, 0.5458)  0.04
H (0.2652, -2.4728, -0.9688)  0.05
C (3.5927, -1.1464, 2.7581)  -0.08
C (2.5069, -2.1552, 2.4187)  -0.40
C (1.1160, -1.7131, 2.9487)  -0.18
O (0.1503, -2.7009, 2.6351)  -0.21
C (-1.1735, -2.3695, 2.9716)  -0.11
N (2.5699, -2.3894, 0.9582)  0.06
H (4.5661, -1.5172, 2.4360)  0.07
H (3.6222, -1.0204, 3.8469)  0.07
H (3.5043, -0.1494, 2.3184)  0.08
H (2.8791, -3.0449, 2.9332)  0.13
H (0.8638, -0.7586, 2.4784)  0.11
H (1.2224, -1.6157, 4.0347)  0.13
H (-1.2670, -1.9258, 3.9689)  0.09
H (-1.7657, -3.2845, 2.9776)  0.08
H (-1.6113, -1.6728, 2.2497)  0.07
H (2.1315, -1.5686, 0.5254)  0.05
H (1.8237, -3.0640, 0.7735)  0.05
C (-5.8327, -0.5722, -0.7229)  -0.07
C (-5.2845, 0.0555, 0.5649)  -0.41
C (-4.7010, -0.9903, 1.5137)  -0.21
O (-5.5694, -2.0706, 1.7585)  -0.20
C (-6.5118, -1.8012, 2.7663)  -0.11
N (-4.2268, 1.0205, 0.1885)  0.04
H (-5.0805, -0.8478, -1.4690)  0.08
H (-6.3405, 0.2049, -1.3075)  0.07
H (-6.4976, -1.4221, -0.5556)  0.07
H (-6.0773, 0.6209, 1.0595)  0.13
H (-4.4069, -0.4911, 2.4429)  0.12
H (-3.8099, -1.3819, 1.0152)  0.12
H (-7.0958, -0.9079, 2.5258)  0.09
H (-6.0554, -1.7231, 3.7586)  0.09
H (-7.2176, -2.6312, 2.8237)  0.09
H (-4.5593, 1.6152, -0.5583)  0.08
H (-3.4200, 0.4999, -0.1648)  0.04
C (3.4324, -3.9778, -2.4185)  -0.05
C (4.6234, -3.1447, -1.9434)  -0.43
C (4.3477, -1.6347, -1.9975)  -0.21
O (4.1748, -1.2935, -3.3644)  -0.20
C (3.7490, 0.0229, -3.5626)  -0.12
N (4.9899, -3.5845, -0.5847)  0.02
H (3.2183, -3.6832, -3.4483)  0.07
H (2.5379, -3.8022, -1.8230)  0.06
H (3.7455, -5.0213, -2.4335)  0.07
H (5.5184, -3.2204, -2.5714)  0.13
H (5.2110, -1.0878, -1.5982)  0.12
H (3.4324, -1.3852, -1.4551)  0.11
H (4.4620, 0.7534, -3.1519)  0.08
H (2.7480, 0.1963, -3.1577)  0.08
H (3.7797, 0.2429, -4.6330)  0.09
H (5.4247, -2.7998, -0.1050)  0.05
H (4.1173, -3.7102, -0.0830)  0.03

Summary:
**Total charge**: -1
**LUMO level**: 2.4245 eV

---

# 2
An isolated molecule of C4H8O2. Source: OMol25; level of theory: the ωB97M-V functional and the def2-TZVPD basis.

Each line ends with the natural charge from an NBO analysis.
Element x y z (Å)
O (1.6251, 0.0865, 1.5723)  -0.53
C (0.5975, 0.7040, 1.7331)  0.45
C (-0.5421, 0.7409, 0.7447)  -0.53
C (-0.1240, 0.5760, -0.7193)  -0.41
C (0.2741, -0.8419, -1.0999)  -0.07
O (-0.8447, -1.6860, -0.8767)  -0.73
H (0.4544, 1.2959, 2.6639)  0.11
H (-1.0913, 1.6782, 0.8915)  0.22
H (-1.2376, -0.0676, 1.0142)  0.26
H (-0.9650, 0.8800, -1.3535)  0.21
H (0.7154, 1.2447, -0.9455)  0.21
H (0.5678, -0.8561, -2.1618)  0.16
H (1.1367, -1.1537, -0.4987)  0.19
H (-0.5530, -2.5989, -0.9814)  0.47

Summary:
**LUMO level**: 0.9272 eV
**SMILES string**: O=CCCCO

---

These records have Kohn-Sham gap values of 0.317 0.391 hartree, in the order they appear.